Entry 1:
C16H23BClF4INO10P | wB97M-V/def2-TZVPD

maximum force: 0.85 eV/A
SMILES: CCCOc1c(I)c(P(O)Cl)c2c(c1OB(O)O)C(=O)N(C(F)(F)C(F)F)C2=O.CO.CO.CO

Each line ends with the Löwdin charge.
Geometry (Å):
C (2.232, -1.917, 2.672)  -0.08
C (1.040, -1.629, 1.748)  -0.24
C (1.390, -2.104, 0.352)  -0.21
O (0.348, -2.027, -0.645)  -0.08
C (-0.841, -1.486, -0.317)  -0.29
C (-1.034, -0.096, -0.249)  -0.57
I (0.627, 1.044, -0.814)  1.13
C (-2.264, 0.481, 0.086)  -0.36
P (-2.553, 2.317, 0.260)  0.60
O (-3.699, 2.319, 1.409)  -0.37
Cl (-1.006, 2.856, 1.538)  0.18
C (-3.336, -0.413, 0.204)  -0.07
C (-3.167, -1.788, 0.107)  0.02
C (-1.924, -2.352, -0.122)  -0.10
O (-1.775, -3.693, -0.237)  0.21
B (-1.542, -4.482, 0.890)  -0.76
O (-2.599, -5.056, 1.569)  0.19
O (-0.265, -4.660, 1.323)  0.22
C (-4.475, -2.480, 0.245)  -0.30
O (-4.746, -3.610, -0.036)  0.18
N (-5.410, -1.468, 0.634)  0.15
C (-6.168, -1.580, 1.831)  -0.45
F (-6.381, -2.890, 2.086)  0.14
F (-5.468, -1.081, 2.891)  0.13
C (-7.565, -0.907, 1.799)  -0.29
F (-7.498, 0.356, 2.268)  0.10
F (-8.029, -0.882, 0.532)  0.10
C (-4.810, -0.175, 0.345)  -0.31
O (-5.473, 0.790, 0.139)  0.17
H (2.953, -1.101, 2.626)  0.08
H (2.757, -2.822, 2.359)  0.07
H (1.916, -2.043, 3.705)  0.07
H (0.883, -0.549, 1.730)  0.08
H (0.147, -2.116, 2.136)  0.11
H (1.695, -3.148, 0.390)  0.12
H (2.235, -1.517, -0.016)  0.10
H (-3.375, 1.918, 2.227)  0.05
H (-3.074, -5.712, 1.051)  0.12
H (-0.188, -5.437, 1.884)  0.12
H (-8.259, -1.490, 2.406)  0.17
C (4.636, 2.905, -2.023)  -0.14
O (3.349, 2.401, -1.665)  -0.22
H (4.887, 3.695, -1.318)  0.06
H (5.388, 2.117, -1.961)  0.08
H (4.622, 3.312, -3.034)  0.07
H (3.133, 1.701, -2.288)  0.02
C (6.244, 1.480, -5.683)  -0.15
O (5.201, 1.243, -4.742)  -0.14
H (7.141, 1.713, -5.115)  0.08
H (6.437, 0.597, -6.297)  0.08
H (6.011, 2.326, -6.335)  0.08
H (4.403, 1.034, -5.235)  0.08
C (4.842, 6.226, 0.464)  -0.17
O (3.560, 5.747, 0.847)  -0.12
H (5.109, 7.022, 1.154)  0.08
H (5.597, 5.437, 0.529)  0.07
H (4.827, 6.631, -0.552)  0.08
H (3.312, 5.039, 0.246)  0.06

Force components x, y, z for each atom (eV/Å):
C 0.00 0.06 -0.24
C 0.34 0.10 0.12
C 0.27 -0.05 0.12
O -0.03 0.01 0.01
C -0.08 0.13 0.06
C 0.10 -0.17 -0.12
I -0.06 0.09 -0.08
C -0.02 -0.03 0.00
P -0.26 0.06 0.06
O 0.09 0.01 -0.09
Cl 0.18 -0.06 0.09
C 0.03 0.06 0.12
C 0.12 0.12 -0.04
C -0.26 0.01 -0.26
O 0.38 0.15 0.20
B -0.42 -0.15 0.13
O 0.68 -0.50 -0.06
O 0.12 -0.01 -0.34
C 0.09 -0.17 -0.15
O -0.07 0.06 0.35
N 0.43 0.20 0.02
C -0.32 -0.35 -0.29
F 0.03 0.10 0.01
F -0.07 -0.02 -0.03
C -0.08 0.16 -0.08
F -0.01 -0.06 -0.06
F 0.05 -0.03 0.09
C -0.21 -0.24 -0.05
O 0.07 0.17 0.08
H 0.04 0.00 0.06
H -0.05 -0.10 0.11
H 0.02 0.05 0.04
H -0.27 -0.04 0.10
H -0.08 -0.05 -0.12
H -0.12 -0.07 -0.06
H -0.04 0.01 -0.08
H -0.15 0.02 0.12
H -0.49 0.37 -0.05
H -0.06 0.17 0.29
H 0.05 0.04 0.11
C -0.14 -0.06 0.03
O 0.00 0.02 -0.01
H -0.04 -0.01 0.03
H 0.08 0.06 -0.04
H 0.11 0.03 0.00
H 0.08 0.00 -0.04
C -0.09 -0.02 0.05
O -0.02 0.00 -0.08
H 0.01 0.00 0.01
H 0.03 0.01 0.00
H 0.03 0.01 -0.01
H -0.01 -0.03 0.01
C -0.19 -0.14 -0.03
O 0.09 0.02 -0.02
H 0.00 0.01 0.01
H 0.06 0.05 -0.01
H 0.08 0.02 0.00
H -0.07 -0.01 0.03

=====

Entry 2:
C16H23Br2F12N2O18S4Zr | wB97M-V/def2-TZVPD

maximum force: 5.02 eV/A
net charge: +1

Each line ends with the Löwdin charge.
Geometry (Å):
Zr (-0.085, 3.286, 2.480)  2.00
C (-3.878, 1.834, 1.064)  -0.65
F (-4.838, 0.972, 0.824)  0.18
F (-3.479, 2.376, -0.078)  0.16
F (-4.325, 2.761, 1.904)  0.16
S (-2.493, 0.823, 1.923)  0.76
O (-2.682, 1.077, 3.336)  -0.28
O (-2.651, -0.557, 1.581)  -0.24
N (-1.032, 1.784, 1.423)  -0.41
S (-0.511, 0.852, 0.170)  0.63
O (-1.587, 0.632, -0.762)  -0.24
O (0.736, 1.373, -0.326)  -0.29
C (0.100, -0.917, 0.641)  -0.67
F (-0.769, -1.774, 0.156)  0.16
F (1.250, -1.161, 0.100)  0.21
F (0.083, -1.049, 1.960)  0.15
C (0.082, 6.412, -0.792)  -0.65
F (0.698, 7.250, 0.019)  0.16
F (-1.200, 6.405, -0.407)  0.13
F (0.205, 6.779, -2.029)  0.22
S (0.779, 4.610, -0.678)  0.75
O (-0.359, 3.787, -0.967)  -0.30
O (1.856, 4.604, -1.628)  -0.20
N (1.158, 4.251, 1.068)  -0.46
S (2.666, 4.826, 1.190)  0.61
O (2.926, 6.037, 0.453)  -0.25
O (2.937, 4.890, 2.606)  -0.28
C (3.847, 3.496, 0.466)  -0.67
F (4.524, 2.980, 1.469)  0.18
F (3.206, 2.575, -0.225)  0.15
F (4.678, 4.124, -0.342)  0.18
C (1.932, -0.096, 4.019)  0.04
C (1.363, 1.186, 3.497)  -0.64
O (0.263, 1.645, 3.943)  -0.13
O (1.879, 1.865, 2.567)  -0.05
H (1.096, -0.576, 4.528)  0.10
H (2.576, 0.207, 4.853)  0.11
H (2.495, -0.711, 3.331)  0.10
Br (-4.697, -2.601, 0.052)  0.69
C (-3.940, -2.482, -1.749)  -0.69
C (-3.892, -3.860, -2.418)  -0.69
Br (-2.630, -3.726, -3.873)  0.64
H (-2.909, -2.170, -1.612)  0.01
H (-4.534, -1.765, -2.305)  0.06
H (-4.880, -4.136, -2.766)  0.07
H (-3.407, -4.516, -1.702)  0.04
C (1.677, -0.691, -3.129)  -0.02
C (2.513, -0.662, -4.394)  -0.28
C (2.729, -2.051, -5.030)  -0.08
O (2.248, -1.908, -6.359)  0.07
C (1.840, -0.661, -6.598)  -0.59
O (1.465, -0.286, -7.669)  0.16
O (1.855, 0.059, -5.473)  0.09
H (2.373, -1.067, -2.378)  0.09
H (0.796, -1.326, -3.202)  0.09
H (1.370, 0.339, -2.945)  0.08
H (3.473, -0.168, -4.244)  0.15
H (1.963, -2.747, -4.653)  0.13
H (3.694, -2.548, -4.958)  0.13
C (1.488, -5.945, 2.221)  -0.03
C (0.570, -5.278, 1.229)  -0.30
C (-0.331, -6.343, 0.526)  -0.10
O (-1.637, -5.908, 0.794)  0.08
C (-1.654, -4.882, 1.658)  -0.57
O (-2.620, -4.350, 2.083)  0.14
O (-0.387, -4.534, 1.983)  0.06
H (2.170, -5.214, 2.662)  0.08
H (2.107, -6.731, 1.776)  0.09
H (0.953, -6.477, 3.007)  0.10
H (1.065, -4.636, 0.503)  0.15
H (-0.120, -7.356, 0.869)  0.13
H (-0.038, -6.333, -0.526)  0.13
O (-1.894, 3.400, 3.752)  -0.13
H (-2.334, 4.250, 3.929)  0.12
H (-2.352, 2.741, 4.316)  0.11
O (-1.561, 4.423, 1.325)  -0.15
H (-2.023, 3.978, 0.583)  0.08
H (-1.958, 5.311, 1.376)  0.13

Force components x, y, z for each atom (eV/Å):
Zr 2.27 -3.35 0.76
C -0.29 -1.16 -0.36
F 0.08 0.08 0.06
F 0.10 0.52 0.40
F 0.43 0.22 -0.14
S -1.77 0.28 2.78
O 0.39 0.34 -0.91
O 1.11 1.39 -0.79
N -1.87 -2.96 0.01
S 2.68 -0.59 -4.20
O 0.33 0.31 1.13
O -0.68 0.38 0.86
C -2.29 -0.01 0.45
F -0.25 -0.28 -0.47
F 0.87 0.38 0.24
F 0.86 0.11 0.54
C 0.68 -0.10 1.36
F 0.07 0.03 -0.14
F -0.34 -0.20 -0.42
F -0.16 -0.06 -0.32
S -1.32 -0.34 -1.63
O -0.19 0.26 0.44
O -0.38 -0.23 1.72
N -0.19 1.37 -3.47
S 3.31 1.52 1.87
O -0.77 -1.36 0.25
O -0.68 -0.67 -0.07
C -0.04 0.59 -0.33
F -0.14 -0.29 0.10
F -0.14 -0.22 0.39
F 0.05 0.16 0.03
C -0.58 1.03 1.24
C 0.66 -0.29 -1.09
O -1.23 1.23 0.67
O -0.66 0.88 -0.48
H 0.13 -0.51 -0.33
H 0.26 -0.06 -0.16
H -0.14 0.13 -0.25
Br -0.11 -0.07 -0.36
C 0.23 -0.49 0.01
C 0.20 1.15 0.96
Br -0.03 -0.07 -0.45
H -0.16 0.43 0.04
H 0.14 0.08 -0.02
H 0.18 -0.50 -0.07
H -0.49 -0.50 -0.16
C 0.64 0.47 -0.64
C 0.06 -0.45 -1.00
C -2.11 -0.78 0.39
O 1.23 -0.36 -0.67
C -0.57 0.06 -1.11
O 0.15 0.08 0.68
O 0.19 0.38 0.96
H -0.36 0.13 0.42
H 0.05 -0.07 -0.13
H 0.02 -0.09 0.49
H -0.10 0.15 0.22
H 0.57 0.01 0.70
H 0.21 0.49 -0.29
C 1.09 -0.07 0.00
C -0.78 -1.65 0.70
C 1.76 0.67 -0.37
O -0.67 -0.50 -0.60
C 0.55 0.17 0.12
O -0.27 0.02 0.10
O -0.02 0.72 -0.11
H -0.08 -0.11 0.16
H 0.03 0.26 -0.35
H -0.35 0.35 0.02
H 0.06 0.12 0.13
H -0.42 0.04 0.41
H -0.84 0.03 -0.20
O -0.08 1.41 0.88
H -0.03 -0.22 -0.09
H 0.48 -0.42 -0.46
O -1.33 0.68 0.01
H 0.47 0.02 -0.01
H 0.33 -0.09 -0.06

=====

The records above give, respectively, HOMO-LUMO gap values of 8.64; 5.67 eV.